(1)
Entry from the OMol25 dataset: the ion C4H11NS2 with charge -1 in a non-equilibrium geometry (wB97M-V/def2-TZVPD).

The geometry in XYZ format:
```
18
Properties=species:S:1:pos:R:3:forces:R:3
S -1.662281 0.517059 -2.809945 -1.666 -0.482 -2.217
S -0.839645 1.050710 -0.764088 1.619 0.538 2.274
C 0.339673 -0.352276 -0.668157 -0.722 -0.180 -0.476
C -0.011284 -1.267212 0.498666 0.030 0.140 0.096
C 0.410450 -0.686858 1.836643 1.291 -1.147 0.645
N 1.875643 -0.729594 1.992820 1.071 -0.491 -0.419
C 2.384319 -0.138484 3.219870 -1.804 0.806 -0.047
H -2.918980 0.746616 -2.337882 0.613 -0.174 -0.241
H 0.241197 -0.934764 -1.589593 -0.287 0.088 -0.131
H 1.378662 -0.033837 -0.705185 0.159 0.257 0.430
H -1.090268 -1.370906 0.504890 -0.318 0.119 -0.032
H 0.350901 -2.293705 0.352697 0.430 0.199 0.196
H 0.112241 -1.380193 2.646992 -0.624 0.594 -0.165
H 0.033441 0.333216 1.965944 -0.298 -0.081 0.072
H 2.369246 -0.322270 1.211414 -0.299 0.097 -0.173
H 1.758478 0.780007 3.357789 0.739 -0.119 0.569
H 2.189056 -0.789428 4.080509 0.093 -0.005 -0.081
H 3.438998 0.132806 3.210074 -0.026 -0.160 -0.298
```
Forces are in eV/Å.

## Properties
HOMO (spin up / spin down) = -0.5 / -3.0 eV
HOMO-LUMO gap (spin up / spin down) = 4.0145 / 6.4944 eV
Multiplicity = 2
Charge = -1
Max |F| = 2.8 eV Å⁻¹

Atomic partial charges in e from the Mulliken method, atoms 1 to 6: atom 1 (S): -0.573, atom 2 (S): -0.334, atom 3 (C): -0.735, atom 4 (C): -0.752, atom 5 (C): -0.436, atom 6 (N): -0.387

(2)
Entry from the OMol25 dataset: an isolated molecule of C4H4ClNO in a non-equilibrium geometry (wB97M-V/def2-TZVPD).

The geometry in XYZ format:
```
11
Properties=species:S:1:pos:R:3:forces:R:3
C -0.315187 1.788760 0.687445 -0.039 -0.527 0.098
C -0.503257 0.637204 1.341652 -0.267 0.681 0.690
C 0.139087 -1.001715 -0.272312 0.189 -0.097 -0.178
C 0.212322 -2.471667 -0.326181 0.036 -1.548 -0.248
H -0.534987 2.715990 1.184258 -0.057 0.015 0.168
H -0.882695 0.710363 2.385255 0.345 -0.057 -0.935
H 1.138364 -0.599366 -0.469761 -0.112 -0.018 0.103
H -0.536540 -0.617846 -1.035970 -0.009 -0.181 -0.116
N 0.289309 -3.626976 -0.408500 -0.116 1.785 0.143
O -0.330880 -0.657601 1.013222 0.011 0.015 0.273
Cl 0.249409 2.042648 -0.934923 0.018 -0.067 0.001
```
Forces are in eV/Å.

## Properties
HOMO = -9.5 eV
HOMO-LUMO gap = 10.0626 eV
SMILES string = N#CCO/C=C\Cl
Max |F| = 1.8 eV Å⁻¹

Atomic partial charges in e from the Mulliken method, atoms 1 to 6: atom 1 (C): -0.226, atom 2 (C): -0.030, atom 3 (C): -0.244, atom 4 (C): 0.010, atom 5 (H): 0.334, atom 6 (H): 0.299

Q: max |F| of number 1 (C4H11NS2)?
A: 2.8 eV Å⁻¹

Q: Among the records above, which one has the lowest max |F|?
A: C4H4ClNO

Q: What is the formula in the first record?
A: C4H11NS2

Repeat the first record exactly.
Entry from the OMol25 dataset: the ion C4H11NS2 with charge -1 in a non-equilibrium geometry (wB97M-V/def2-TZVPD).

The geometry in XYZ format:
```
18
Properties=species:S:1:pos:R:3:forces:R:3
S -1.662281 0.517059 -2.809945 -1.666 -0.482 -2.217
S -0.839645 1.050710 -0.764088 1.619 0.538 2.274
C 0.339673 -0.352276 -0.668157 -0.722 -0.180 -0.476
C -0.011284 -1.267212 0.498666 0.030 0.140 0.096
C 0.410450 -0.686858 1.836643 1.291 -1.147 0.645
N 1.875643 -0.729594 1.992820 1.071 -0.491 -0.419
C 2.384319 -0.138484 3.219870 -1.804 0.806 -0.047
H -2.918980 0.746616 -2.337882 0.613 -0.174 -0.241
H 0.241197 -0.934764 -1.589593 -0.287 0.088 -0.131
H 1.378662 -0.033837 -0.705185 0.159 0.257 0.430
H -1.090268 -1.370906 0.504890 -0.318 0.119 -0.032
H 0.350901 -2.293705 0.352697 0.430 0.199 0.196
H 0.112241 -1.380193 2.646992 -0.624 0.594 -0.165
H 0.033441 0.333216 1.965944 -0.298 -0.081 0.072
H 2.369246 -0.322270 1.211414 -0.299 0.097 -0.173
H 1.758478 0.780007 3.357789 0.739 -0.119 0.569
H 2.189056 -0.789428 4.080509 0.093 -0.005 -0.081
H 3.438998 0.132806 3.210074 -0.026 -0.160 -0.298
```
Forces are in eV/Å.

## Properties
HOMO (spin up / spin down) = -0.5 / -3.0 eV
HOMO-LUMO gap (spin up / spin down) = 4.0145 / 6.4944 eV
Multiplicity = 2
Charge = -1
Max |F| = 2.8 eV Å⁻¹

Atomic partial charges in e from the Mulliken method, atoms 1 to 6: atom 1 (S): -0.573, atom 2 (S): -0.334, atom 3 (C): -0.735, atom 4 (C): -0.752, atom 5 (C): -0.436, atom 6 (N): -0.387